Entry 1:
A cluster of 2 separate species, C4H11NOS in total in a non-equilibrium geometry, computed with ωB97M-V/def2-TZVPD.

Its HOMO energy is -8.225 eV. Its relative energy (zero: lowest compared OMol25 entry of this formula, charge and spin) is 1.7054 eV.

Each line ends with the Löwdin charge.
Cartesian coordinates (Å):
S: 0.7362 2.5137 1.0604  0.710
O: 0.3461 -1.5605 0.5163  -0.001
N: -0.0159 -2.1818 -1.5858  0.118
C: 1.7218 1.2088 1.8401  -0.445
C: -1.8197 -0.8912 -0.1785  -0.006
C: 0.0735 1.6212 -0.4125  -0.403
C: -0.4636 -1.4893 -0.4175  -0.518
H: -1.7966 0.0370 0.3123  0.051
H: -0.6385 -2.0631 -2.4220  0.105
H: -0.6653 0.9750 -0.0954  -0.069
H: 1.2328 0.2228 1.8505  0.012
H: 1.8038 1.5367 2.9150  0.043
H: -2.1025 -0.5898 -1.1297  0.060
H: -0.2446 2.5629 -1.0447  0.075
H: 0.9486 -2.5023 -1.7466  0.110
H: -2.5683 -1.5328 0.2570  0.100
H: 0.8415 1.1097 -0.9365  0.024
H: 2.6107 1.0229 1.2176  0.035

=====

Entry 2:
A structure of composition C28H37HfN7O4PSi in a non-equilibrium geometry, computed with ωB97M-V/def2-TZVPD.

The net charge is +1. Its HOMO energy is -10.569 eV. Its relative energy (zero: lowest compared OMol25 entry of this formula, charge and spin) is 1.1858 eV.

Each line ends with the Löwdin charge.
Cartesian coordinates (Å):
Hf: -0.4297 0.2059 -0.4319  1.525
P: 1.8290 -1.4743 0.3802  1.019
Si: -0.0917 3.2584 0.7383  0.312
O: -0.4900 -1.5007 -1.4635  -0.261
O: 0.4955 1.8167 0.1130  -0.467
O: -2.2565 4.0515 -3.6664  0.070
O: -2.2623 0.8186 -0.9158  -0.186
N: -1.1628 -0.9776 5.8552  0.163
N: 3.6546 -2.6096 2.1494  -0.145
N: -0.2330 0.8715 -2.4241  -0.123
N: -1.1421 1.9123 -2.6370  0.090
N: -0.8468 -0.3350 1.7662  -0.090
N: 3.8460 -3.2908 -0.1893  -0.141
N: 1.9951 -4.1243 1.1834  -0.141
C: 0.2995 -3.2570 -2.8259  -0.024
C: 1.0016 3.8141 2.1350  -0.167
C: -1.8726 -1.0286 2.2985  -0.115
C: -5.6617 3.1000 -1.5015  -0.076
C: -0.0059 -0.0035 3.9871  0.008
C: -0.1671 4.5971 -0.5274  -0.148
C: -3.3401 3.7023 -2.9509  -0.259
C: 2.9169 -1.3755 1.9002  -0.304
C: -4.4926 4.4723 -3.1088  0.001
C: 2.9289 -4.3990 0.0859  -0.167
C: 0.2464 -1.8996 -2.5000  -0.358
C: 2.7568 -3.7432 2.3724  -0.179
C: -2.0254 -1.2571 3.6343  0.007
C: 0.0710 0.1719 2.6353  -0.180
C: -4.5220 2.3524 -1.3253  -0.024
C: 1.1304 -3.7051 -3.8320  -0.054
C: -1.8031 3.0227 1.4831  -0.151
C: 4.5536 -2.9413 1.0414  -0.178
C: 1.7825 -1.4597 -4.3321  -0.035
C: 0.9414 -0.9749 -3.3190  -0.148
C: -5.6357 4.1697 -2.4017  -0.058
C: -3.3508 2.6308 -2.0456  -0.093
C: 1.0241 -3.0971 0.8212  -0.302
C: -1.0700 -0.7493 4.5325  -0.289
C: 1.9132 -2.8074 -4.5692  -0.070
C: 3.1539 -2.1419 -0.7635  -0.285
C: 0.5096 0.4191 -3.3598  0.000
C: -2.1898 1.7741 -1.8531  -0.373
H: -1.5534 3.3958 -3.4922  0.059
H: 2.3023 -1.1464 2.7683  0.066
H: -0.6667 4.2972 -1.4540  0.013
H: 5.1593 -3.7965 1.3426  0.131
H: -6.5645 2.8623 -0.9549  0.105
H: 2.3604 -4.6223 -0.8178  0.124
H: 0.8025 3.2614 3.0601  0.022
H: 5.2159 -2.0962 0.8487  0.129
H: 2.7166 -2.4149 -1.7220  0.065
H: 1.1708 -4.7651 -4.0559  0.116
H: -0.4993 -0.5786 6.4947  0.118
H: -2.6038 -1.4145 1.5977  0.130
H: 2.3127 -0.7430 -4.9507  0.123
H: -4.4559 5.3033 -3.8016  0.125
H: -2.2605 2.0458 1.3202  0.002
H: 0.8389 4.9461 -0.7854  0.045
H: 0.6283 0.9892 -4.2783  0.151
H: -0.3203 -3.9440 -2.2609  0.124
H: -1.9570 -1.4527 6.2449  0.119
H: 3.5207 -5.2739 0.3539  0.131
H: -0.7184 5.4456 -0.1065  0.050
H: 2.5706 -3.1645 -5.3498  0.111
H: -2.4978 3.7591 1.0638  0.042
H: 0.4183 -3.4324 -0.0178  0.070
H: 0.7491 0.4360 4.6287  0.128
H: -6.5249 4.7723 -2.5482  0.112
H: 3.3591 -4.5973 2.6811  0.131
H: 2.0618 -3.4982 3.1776  0.127
H: 3.8693 -1.3374 -0.9462  0.099
H: -2.8790 -1.8214 3.9893  0.124
H: 0.3527 -2.9241 1.6649  0.082
H: 0.8066 4.8728 2.3375  0.045
H: 2.0653 3.7130 1.8941  0.039
H: -1.7597 3.1867 2.5648  0.037
H: 0.8708 0.7533 2.2021  0.087
H: 3.6207 -0.5511 1.7669  0.098
H: -4.5102 1.5261 -0.6286  0.114

=====

Entry 3:
A structure of composition C34H54CdN3O2P2 in a non-equilibrium geometry, computed with ωB97M-V/def2-TZVPD.

The net charge is +1. Its HOMO energy is -9.377 eV.

Each line ends with the Löwdin charge.
Cartesian coordinates (Å):
Cd: -0.5230 -0.0222 0.4476  1.047
P: -0.4277 1.7248 -1.2349  1.100
P: 0.1971 -1.9212 1.7557  1.057
O: -0.6035 1.2706 2.2009  -0.180
O: -3.5687 -0.2526 0.9994  0.122
N: -0.8355 2.8652 3.8691  -0.155
N: 1.6212 -0.1179 -0.0364  -0.032
N: -0.5652 -1.0938 -1.4216  -0.044
C: -1.8506 1.9646 -2.5198  -0.635
C: -1.9304 -2.7111 3.4279  -0.091
C: -0.3405 2.3873 2.6786  -0.256
C: -1.7369 2.1231 4.7318  -0.038
C: 2.0092 0.3255 -1.2697  -0.302
C: -0.4696 -2.2245 3.5252  -0.655
C: -1.3839 1.6117 -3.9468  -0.073
C: -2.3701 3.4172 -2.4739  -0.097
C: 3.8725 -0.7939 0.4485  -0.011
C: -0.7238 -2.8857 -5.3281  -0.074
C: -2.4090 -0.1647 0.8231  -0.149
C: 1.3814 -1.2142 -4.5472  -0.032
C: -0.4733 -0.8815 4.2811  -0.137
C: 0.2543 -1.3389 -3.7067  -0.194
C: 1.6116 3.1614 0.0607  -0.113
C: 0.3921 -3.2192 4.3315  -0.081
C: -1.0746 -4.1121 0.5943  -0.099
C: 0.8890 0.7250 -2.1794  -0.310
C: 0.1140 -0.6316 -2.4034  -0.451
C: 1.2133 -4.6606 1.5544  -0.091
C: 1.4560 -1.9159 -5.7591  -0.079
C: 2.5200 -0.7145 0.7992  -0.328
C: -0.5116 4.2414 4.2251  -0.042
C: 4.2951 -0.2955 -0.7945  -0.026
C: 0.8995 4.1358 -2.1234  -0.077
C: -0.5987 4.2985 -0.0729  -0.111
C: 1.0097 -3.3109 -0.5323  -0.098
C: 0.3619 -3.5958 0.8404  -0.648
C: -3.0473 1.0645 -2.1373  -0.112
C: 1.9673 -1.3347 2.0578  -0.239
C: 3.3536 0.2466 -1.6710  -0.011
C: 0.3949 3.4129 -0.8594  -0.655
C: 0.4045 -2.7525 -6.1564  -0.082
C: -0.7965 -2.1909 -4.1191  -0.047
H: -1.0474 -4.8602 -0.2209  0.098
H: -1.0354 5.1001 -0.6838  0.079
H: 1.9917 4.2893 -2.0362  0.085
H: -0.3461 1.9237 -4.1460  0.068
H: 0.7753 -4.9878 2.5107  0.063
H: -1.7221 -3.2740 0.2836  0.066
H: -3.6104 1.4908 -1.2932  0.073
H: -1.4705 0.5311 -4.1448  0.078
H: -1.6607 -2.2825 -3.4540  0.107
H: 0.1987 3.1087 2.1396  0.080
H: -0.0558 4.7731 0.7659  0.072
H: 1.3573 -2.2699 -0.6016  0.032
H: 0.4376 5.1254 -2.2640  0.083
H: 1.4042 2.3921 0.8192  0.042
H: 2.6503 -2.1131 2.4387  0.090
H: 2.2173 -0.5709 -4.2557  0.094
H: -1.5948 4.1639 -2.7047  0.068
H: 1.8574 -0.5621 2.8430  0.080
H: 1.8481 -3.9951 -0.7471  0.095
H: -1.5058 -4.5981 1.4832  0.070
H: -2.8159 3.6552 -1.4934  0.076
H: -0.6865 -1.0853 5.3473  0.097
H: -2.0148 -3.8089 3.4607  0.078
H: 0.4975 -0.3629 4.2273  0.073
H: -1.1793 1.3571 5.2933  0.082
H: 3.6425 0.6072 -2.6621  0.119
H: -3.1657 3.5199 -3.2346  0.098
H: 1.2785 -5.5507 0.9007  0.098
H: 2.2449 -4.3119 1.7387  0.081
H: -3.7225 1.0125 -3.0121  0.101
H: 1.4013 -3.3225 3.8973  0.061
H: -1.5509 -3.5369 -5.6316  0.107
H: -0.9785 4.5552 5.1823  0.099
H: -2.1781 2.7688 5.5201  0.100
H: -1.2467 -0.2022 3.8927  0.039
H: 1.2668 1.2078 -3.0925  0.103
H: -2.4976 -2.3066 4.2867  0.094
H: -1.4142 3.6943 0.3539  0.066
H: -2.7474 0.0446 -1.8617  0.043
H: 2.3416 -1.8073 -6.3949  0.106
H: 0.4620 -3.2980 -7.1044  0.106
H: 0.7210 3.5356 -3.0330  0.064
H: 2.5075 2.8676 -0.5076  0.081
H: -0.0568 -4.2188 4.4106  0.082
H: 0.5178 -2.8258 5.3575  0.085
H: -0.8679 4.9322 3.4306  0.097
H: 4.5812 -1.2623 1.1371  0.120
H: -2.0356 2.1325 -4.6733  0.098
H: -2.4109 -2.3465 2.5041  0.049
H: 0.2441 -3.4630 -1.3157  0.073
H: 5.3497 -0.3540 -1.0820  0.120
H: -2.5860 1.7137 4.1432  0.109
H: 1.8431 4.1054 0.5879  0.097
H: 0.5889 4.3500 4.3361  0.103

=====

The orbital gap results, record by record, are as follows: 8.9; 7.6; 7.2 eV.
The total energy results, record by record, are as follows: -18698.2132; -66732.0766; -67833.3273 eV.
The lowest unoccupied orbital energy results, record by record, are as follows: 0.68; -2.94; -2.22 eV.